7 unconnected molecules or ions with the total composition C41H71B2N2O14 at a distorted geometry. Source: OMol25; level of theory: ωB97M-V/def2-TZVPD.

For the energy, the calculation gives -2816.4737 Eh. The calculation puts the LUMO energy at -4.9 eV. The molecular weight comes out at 837.6 g/mol. The HOMO energy is -0.324 Eh. The HOMO-LUMO gap is 0.14234 Eh. Its net charge is +1.

Each atom is followed by the atoms it is bonded to, with distances in Å.
Cartesian coordinates (Å):
1 O 3.05060 -2.69712 -6.14506  B59 1.488, H72 1.009
2 O 0.44185 0.28926 -1.57147  B58 1.494, H104 1.016
3 O 3.13610 10.68245 3.28335  C52 1.230
4 O -6.07861 -1.50352 1.97074  C43 1.230
5 O 1.86920 -9.04668 -4.46332  C38 1.230
6 O 0.60505 -2.29128 -6.62870  B59 1.506, H97 1.019
7 O 2.08794 -0.45363 -3.33704  B58 1.506, H94 1.021
8 O -1.56335 -1.99225 -0.32955  C48 1.475, C49 1.478
9 O -2.11760 -4.34870 -0.11348  C49 1.362
10 O -2.65081 0.62165 -1.17330  C17 1.476, C41 1.471
11 O -4.38021 3.12343 -4.04948  C50 1.230
12 O 4.66971 5.15650 5.18049  C54 1.230
13 O 0.17391 -6.32328 -0.47032  C26 1.501, C27 1.474
14 O 2.51424 6.24082 0.79724  C32 1.230
15 N 2.62141 -5.60341 -5.15182  N16 1.405, H85 1.043, H117 1.063
16 N 1.78631 -5.15162 -4.11617  N15 1.405, C30 1.538, C37 1.543
17 C -3.38305 1.84633 -1.55189  O10 1.476, C57 1.646, H73 1.170, H77 1.193
18 C 0.15768 -5.92237 2.49093  C33 1.672, C35 1.640, C55 1.649, H89 1.179
19 C 2.57501 11.87944 5.27176  C52 1.505, H105 1.095, H114 1.093, H115 1.093
20 C -5.42749 -3.30167 3.40056  C43 1.505, H63 1.095, H78 1.093, H125 1.093
21 C -1.41849 5.72796 -1.80098  C23 1.647, C34 1.656, H76 1.184
22 C -0.28388 -3.94748 -1.83981  C26 1.673, C46 1.664, C49 1.639
23 C -2.56110 4.57226 -2.06579  C21 1.647, C57 1.652, H108 1.185
24 C -4.43032 1.98935 -6.15013  C50 1.505, H68 1.095, H106 1.093, H111 1.093
25 C -3.96333 0.19696 1.06259  C41 1.664, H62 1.192, H90 1.181, H112 1.170
26 C 0.43076 -5.44928 -1.66285  O13 1.501, C22 1.673, C30 1.672
27 C 1.50819 -6.46906 0.13782  O13 1.474, C35 1.639, H61 1.190, H130 1.189
28 C 1.28741 -10.92824 -3.11328  C38 1.505, H96 1.093, H98 1.095, H126 1.093
29 C 6.36260 3.88649 6.28618  C54 1.505, H109 1.093, H119 1.095, H129 1.093
30 C 1.46509 -5.98366 -2.86323  N16 1.538, C26 1.672, H122 1.194
31 C -7.23984 -1.59634 4.05503  C43 1.505, H71 1.093, H79 1.095, H95 1.093
32 C 2.59243 6.56393 1.98145  O14 1.230, C39 1.505, C40 1.505
33 C 0.32636 -6.22397 4.12720  C18 1.672, H70 1.193, H110 1.193, H128 1.179
34 C -0.07498 5.51827 -0.85598  C21 1.656, C56 1.642, H93 1.189
35 C 1.52578 -6.47668 1.77712  C18 1.640, C27 1.639, C42 1.672, H120 1.180
36 C 2.31528 12.89545 2.92201  C52 1.505, H83 1.093, H102 1.093, H107 1.095
37 C 1.20713 -3.73791 -4.33232  N16 1.543, C46 1.655, B59 1.677
38 C 1.04878 -9.92816 -4.21279  O5 1.230, C28 1.505, C47 1.505
39 C 2.60148 5.52932 3.07485  C32 1.505, H65 1.095, H88 1.093, H118 1.093
40 C 2.68262 8.00915 2.39297  C32 1.505, H60 1.093, H80 1.093, H92 1.095
41 C -3.56471 -0.29608 -0.47562  O10 1.471, C25 1.664, C48 1.639, H66 1.193
42 C 2.85264 -5.56607 2.23195  C35 1.672, H75 1.178, H87 1.180, H113 1.187
43 C -6.23459 -2.08167 3.04510  O4 1.230, C20 1.505, C31 1.505
44 C -1.05399 2.86626 -0.35055  C56 1.665, C57 1.642, H100 1.194
45 C -4.30314 4.55238 -5.96098  C50 1.505, H67 1.095, H81 1.093, H123 1.093
46 C 0.16867 -3.11219 -3.20550  C22 1.664, C37 1.655, C51 1.672
47 C -0.23240 -10.04836 -4.99399  C38 1.505, H69 1.093, H91 1.093, H124 1.095
48 C -3.03024 -1.83942 -0.33507  O8 1.475, C41 1.639, H99 1.193, H127 1.194
49 C -1.34225 -3.40290 -0.71269  O8 1.478, O9 1.362, C22 1.639
50 C -4.37200 3.21359 -5.27612  O11 1.230, C24 1.505, C45 1.505
51 C -0.46396 -1.58028 -3.42740  C46 1.672, B58 1.677, H64 1.172, H121 1.186
52 C 2.71364 11.72501 3.78080  O3 1.230, C19 1.505, C36 1.505
53 C 6.59001 6.41111 5.84388  C54 1.505, H86 1.093, H101 1.093, H116 1.095
54 C 5.77440 5.15179 5.72132  O12 1.230, C29 1.505, C53 1.505
55 C -0.06807 -4.29301 2.36952  C18 1.649, H74 1.194, H84 1.170, H103 1.190
56 C 0.07679 4.06407 -0.10885  C34 1.642, C44 1.665, H82 1.180
57 C -2.34606 3.10577 -1.33589  C17 1.646, C23 1.652, C44 1.642
58 B 0.69416 -0.55618 -2.77669  O2 1.494, O7 1.506, C51 1.677
59 B 1.63930 -2.90291 -5.72139  O1 1.488, O6 1.506, C37 1.677
60 H 3.61899 8.18517 2.92835  C40 1.093
61 H 1.97565 -7.50130 -0.22509  C27 1.190
62 H -5.13939 0.02539 1.14958  C25 1.192
63 H -4.74313 -3.53611 2.57831  C20 1.095
64 H -0.65133 -1.32392 -4.55565  C51 1.172
65 H 2.53065 4.53094 2.63028  C39 1.095
66 H -4.55507 -0.34794 -1.13920  C41 1.193
67 H -4.26595 5.34468 -5.20581  C45 1.095
68 H -4.47683 1.09519 -5.51946  C24 1.095
69 H -0.27300 -11.01939 -5.49390  C47 1.093
70 H -0.72867 -6.18286 4.68219  C33 1.193
71 H -7.98573 -2.37350 4.23976  C31 1.093
72 H 3.61211 -3.15441 -5.44194  O1 1.009
73 H -4.42604 1.97464 -1.03713  C17 1.170
74 H -1.25066 -4.13327 2.33999  C55 1.194
75 H 3.07831 -5.79210 3.36626  C42 1.178
76 H -1.55086 6.77393 -2.33912  C21 1.184
77 H -3.60351 1.77244 -2.72243  C17 1.193
78 H -6.09268 -4.15474 3.55610  C20 1.093
79 H -7.74802 -0.70873 3.66347  C31 1.095
80 H 1.82877 8.26990 3.02336  C40 1.093
81 H -3.39988 4.61031 -6.57352  C45 1.093
82 H 1.01308 3.84980 0.57673  C56 1.180
83 H 2.93400 13.76270 3.16586  C36 1.093
84 H 0.48655 -3.79977 1.46473  C55 1.170
85 H 3.25473 -6.36775 -4.83017  N15 1.043
86 H 7.53954 6.29152 5.31615  C53 1.093
87 H 3.74444 -5.93674 1.55394  C42 1.180
88 H 3.53423 5.59493 3.64064  C39 1.093
89 H -0.82854 -6.48127 2.16650  C18 1.179
90 H -3.65634 1.32764 1.20998  C25 1.181
91 H -1.08812 -9.92854 -4.32482  C47 1.093
92 H 2.66516 8.64247 1.49966  C40 1.095
93 H 0.74074 6.37195 -0.71843  C34 1.189
94 H 2.64015 -0.91289 -2.61187  O7 1.021
95 H -6.73217 -1.32721 4.98473  C31 1.093
96 H 0.49934 -10.84764 -2.36035  C28 1.093
97 H 1.07573 -1.56923 -7.17282  O6 1.019
98 H 2.25084 -10.71978 -2.63602  C28 1.095
99 H -3.50170 -2.26412 0.67504  C48 1.193
100 H -0.83303 1.85406 0.24238  C44 1.194
101 H 6.76639 6.63837 6.89825  C53 1.093
102 H 1.25822 13.12647 3.07597  C36 1.093
103 H 0.27933 -3.76527 3.37758  C55 1.190
104 H 1.02556 -0.09824 -0.83631  O2 1.016
105 H 2.89913 10.95628 5.76384  C19 1.095
106 H -3.53271 1.93315 -6.77113  C24 1.093
107 H 2.46849 12.64076 1.86793  C36 1.095
108 H -3.52455 4.71145 -2.74197  C23 1.185
109 H 6.52888 4.00132 7.36027  C29 1.093
110 H 0.97859 -5.38076 4.66364  C33 1.193
111 H -5.32522 2.02248 -6.77662  C24 1.093
112 H -3.45411 -0.44453 1.89843  C25 1.170
113 H 2.69811 -4.41091 2.00620  C42 1.187
114 H 1.52950 12.06525 5.53037  C19 1.093
115 H 3.20528 12.70149 5.62027  C19 1.093
116 H 6.04079 7.24436 5.39283  C53 1.095
117 H 1.99416 -5.98345 -5.92130  N15 1.063
118 H 1.74401 5.67966 3.73565  C39 1.093
119 H 5.66380 3.05854 6.12617  C29 1.095
120 H 1.77850 -7.58011 2.11024  C35 1.180
121 H -1.51072 -1.45944 -2.88371  C51 1.186
122 H 1.98421 -7.05812 -2.82361  C30 1.194
123 H -5.19239 4.69964 -6.57901  C45 1.093
124 H -0.26895 -9.26092 -5.75426  C47 1.095
125 H -4.83912 -3.10846 4.30108  C20 1.093
126 H 1.31446 -11.93848 -3.52943  C28 1.093
127 H -3.44392 -2.42916 -1.28698  C48 1.194
128 H 0.89117 -7.23600 4.34199  C33 1.179
129 H 7.30204 3.65447 5.77817  C29 1.093
130 H 2.28064 -5.63797 -0.21618  C27 1.189



7 unconnected molecules or ions with the total composition C41H71ClF3O23P at a distorted geometry. Source: OMol25; level of theory: ωB97M-V/def2-TZVPD.

For the energy, the calculation gives -4436.6470 Eh. The calculation puts the LUMO energy at -1.2 eV. The molecular weight comes out at 1055.4 g/mol. The HOMO energy is -0.368 Eh. The HOMO-LUMO gap is 0.32483 Eh. As for the structure (SMILES): CCOP(=O)(CCCC1=CC(=O)C(C(F)(F)F)=C([C@@H](Cl)CC)C1=O)OCC.CCOC(=O)OC.CCOC(=O)OC.CCOC(=O)OC.CCOC(=O)OC.CCOC(=O)OC.CCOC(=O)OC. Its net charge is 0.

Each atom is followed by the atoms it is bonded to, with distances in Å.
Cartesian coordinates (Å):
1 Cl 0.46024 -3.19981 4.41751  C51 1.807
2 P 7.08714 -2.42069 0.91072  O6 1.626, O17 1.612, O23 1.466, C50 1.813
3 F -2.21693 -1.77259 0.65474  C34 1.326
4 F -1.75734 -2.93528 2.34388  C34 1.308
5 F -1.34457 -3.65140 0.33944  C34 1.323
6 O 8.08252 -3.11608 -0.17000  P2 1.626, C49 1.443
7 O 3.88004 0.07260 -5.25051  C32 1.331, C36 1.437
8 O 4.31274 2.28405 -5.47056  C32 1.204
9 O 5.51872 6.33589 -5.09178  C42 1.434, C69 1.333
10 O -3.70695 2.93316 1.40080  C53 1.438, C59 1.332
11 O -5.67273 3.81258 1.54909  C59 1.339, C64 1.428
12 O -2.68703 -8.67073 3.06086  C35 1.435, C43 1.335
13 O 7.52265 5.30438 -5.27939  C69 1.205
14 O 4.08339 1.26895 -3.46447  C32 1.337, C37 1.431
15 O -3.98617 -7.68672 4.63388  C43 1.204
16 O -12.59852 2.93105 2.88901  C48 1.428, C55 1.336
17 O 7.99535 -2.11123 2.20640  P2 1.612, C44 1.444
18 O -5.18693 5.86881 -3.33648  C46 1.332, C60 1.438
19 O -10.65119 2.00747 2.75164  C38 1.435, C55 1.334
20 O -0.44008 0.11877 0.11727  C31 1.185
21 O -6.57107 5.52260 -4.95748  C33 1.428, C46 1.338
22 O 3.09549 -1.61734 2.63898  C61 1.183
23 O 5.93351 -3.28851 1.16651  P2 1.466
24 O -11.80129 1.82538 4.69412  C55 1.204
25 O -7.40382 6.08770 -2.93112  C46 1.205
26 O -4.84810 2.70670 3.34402  C59 1.204
27 O 7.22598 7.22379 -4.11298  C56 1.434, C69 1.336
28 O -2.57519 -6.52719 3.29939  C30 1.431, C43 1.335
29 C 1.20029 -5.33229 0.89987  C40 1.550, H70 1.091, H108 1.085, H118 1.090
30 C -3.04901 -5.31705 3.89823  O28 1.431, H84 1.088, H137 1.083, H138 1.090
31 C 0.31529 -0.78047 0.27717  O20 1.185, C47 1.505, C52 1.506
32 C 4.10544 1.30478 -4.80067  O7 1.331, O8 1.204, O14 1.337
33 C -7.91173 5.38742 -5.42927  O21 1.428, H81 1.088, H95 1.087, H131 1.090
34 C -1.31823 -2.61007 1.15526  F3 1.326, F4 1.308, F5 1.323, C52 1.510
35 C -3.23938 -9.94965 3.40305  O12 1.435, C68 1.514, H78 1.089, H92 1.090
36 C 3.90539 -0.07930 -6.67915  O7 1.437, C58 1.514, H91 1.090, H101 1.089
37 C 4.40176 2.51754 -2.84232  O14 1.431, H103 1.088, H109 1.090, H133 1.088
38 C -9.58514 1.22295 3.30590  O19 1.435, C66 1.514, H116 1.090, H139 1.088
39 C 9.44966 7.74238 -4.96839  C56 1.514, H98 1.090, H106 1.090, H119 1.091
40 C 0.58419 -4.96635 2.27412  C29 1.550, C51 1.529, H94 1.083, H100 1.089
41 C 9.19702 -5.25516 -0.49691  C49 1.524, H86 1.090, H111 1.088, H127 1.091
42 C 4.96159 5.34284 -5.96288  O9 1.434, H72 1.087, H96 1.090, H140 1.084
43 C -3.16390 -7.63527 3.75641  O12 1.335, O15 1.204, O28 1.335
44 C 7.47863 -2.64431 3.44493  O17 1.444, C62 1.531, H104 1.092, H117 1.088
45 C 2.68027 -1.14241 0.33970  C47 1.304, C61 1.492, C63 1.509
46 C -6.47747 5.85416 -3.66484  O18 1.332, O21 1.338, O25 1.205
47 C 1.67346 -0.70921 -0.36652  C31 1.505, C45 1.304, H83 1.078
48 C -13.80987 3.16275 3.60949  O16 1.428, H90 1.089, H112 1.088, H113 1.087
49 C 8.85938 -4.14053 0.48573  O6 1.443, C41 1.524, H85 1.094, H89 1.090
50 C 6.52397 -0.84987 0.20199  P2 1.813, C65 1.559, H71 1.094, H73 1.090
51 C 1.11750 -3.62999 2.79067  Cl1 1.807, C40 1.529, C67 1.514, H102 1.087
52 C 0.05950 -1.99122 1.13550  C31 1.506, C34 1.510, C67 1.317
53 C -2.61911 2.16362 1.94067  O10 1.438, C54 1.512, H74 1.091, H114 1.089
54 C -2.92388 0.68233 1.92444  C53 1.512, H82 1.088, H110 1.091, H129 1.087
55 C -11.69102 2.21692 3.56096  O16 1.336, O19 1.334, O24 1.204
56 C 8.62474 7.24892 -3.79821  O27 1.434, C39 1.514, H79 1.089, H128 1.090
57 C -5.14869 4.98996 -1.05611  C60 1.514, H75 1.084, H115 1.089, H126 1.091
58 C 5.32350 -0.10885 -7.20931  C36 1.514, H80 1.090, H99 1.090, H134 1.091
59 C -4.74628 3.11190 2.21471  O10 1.332, O11 1.339, O26 1.204
60 C -4.90130 6.17781 -1.96169  O18 1.438, C57 1.514, H77 1.089, H97 1.090
61 C 2.39713 -1.71194 1.68933  O22 1.183, C45 1.492, C67 1.525
62 C 6.45314 -1.70464 4.08419  C44 1.531, H87 1.089, H120 1.088, H136 1.091
63 C 4.06927 -1.04212 -0.24057  C45 1.509, C65 1.535, H76 1.090, H130 1.093
64 C -6.88734 4.00674 2.27468  O11 1.428, H122 1.088, H123 1.087, H125 1.088
65 C 5.10783 -0.47471 0.73627  C50 1.559, C63 1.535, H107 1.088, H121 1.085
66 C -9.92543 -0.25244 3.30662  C38 1.514, H88 1.090, H93 1.091, H132 1.090
67 C 1.07618 -2.46199 1.82868  C51 1.514, C52 1.317, C61 1.525
68 C -4.61756 -10.13839 2.80449  C35 1.514, H105 1.090, H124 1.091, H135 1.090
69 C 6.82503 6.19629 -4.86715  O9 1.333, O13 1.205, O27 1.336
70 H 1.99241 -4.64688 0.59398  C29 1.091
71 H 6.42523 -0.98700 -0.87887  C50 1.094
72 H 3.88299 5.47752 -5.95955  C42 1.087
73 H 7.25373 -0.05532 0.36104  C50 1.090
74 H -2.37013 2.51372 2.94304  C53 1.091
75 H -4.83861 5.21289 -0.04140  C57 1.084
76 H 4.42852 -1.98098 -0.66325  C63 1.090
77 H -3.84738 6.45085 -1.92986  C60 1.089
78 H -2.55494 -10.69060 2.99246  C35 1.089
79 H 8.73012 7.93440 -2.95849  C56 1.089
80 H 5.82524 0.84451 -7.04505  C58 1.090
81 H -8.49784 6.27819 -5.21198  C33 1.088
82 H -3.20554 0.36361 0.92343  C54 1.088
83 H 1.79644 -0.29644 -1.35507  C47 1.078
84 H -2.99241 -5.36379 4.98386  C30 1.088
85 H 8.27595 -4.59946 1.28950  C49 1.094
86 H 9.30597 -4.84055 -1.49875  C41 1.090
87 H 6.78335 -0.67583 3.94576  C62 1.089
88 H -9.07155 -0.84162 3.64131  C66 1.090
89 H 9.77022 -3.74303 0.93301  C49 1.090
90 H -14.36293 2.23082 3.72180  C48 1.089
91 H 3.31457 0.70480 -7.15273  C36 1.090
92 H -3.24995 -10.07945 4.48541  C35 1.090
93 H -10.21203 -0.57824 2.30545  C66 1.091
94 H -0.49573 -5.05191 2.27911  C40 1.083
95 H -7.86031 5.25271 -6.50667  C33 1.087
96 H 5.33136 5.48865 -6.97777  C42 1.090
97 H -5.47337 7.05069 -1.64552  C60 1.090
98 H 9.38950 7.05260 -5.80973  C39 1.090
99 H 5.32681 -0.31858 -8.27888  C58 1.090
100 H 0.94104 -5.71440 2.98123  C40 1.089
101 H 3.41394 -1.02818 -6.88740  C36 1.089
102 H 2.17158 -3.80867 2.98824  C51 1.087
103 H 3.77082 3.31921 -3.22117  C37 1.088
104 H 8.32932 -2.67241 4.12855  C44 1.092
105 H -4.98202 -11.14811 2.99464  C68 1.090
106 H 10.49670 7.84471 -4.68222  C39 1.090
107 H 5.06147 0.60942 0.81548  C65 1.088
108 H 0.44647 -5.43704 0.12698  C29 1.085
109 H 5.45391 2.75570 -2.99768  C37 1.090
110 H -3.75766 0.44443 2.58662  C54 1.091
111 H 10.08927 -5.78709 -0.17263  C41 1.088
112 H -13.61051 3.60434 4.58381  C48 1.088
113 H -14.40417 3.85746 3.02176  C48 1.087
114 H -1.76114 2.36653 1.30178  C53 1.089
115 H -6.20367 4.71843 -1.04097  C57 1.089
116 H -9.33123 1.57731 4.30523  C38 1.090
117 H 7.11484 -3.66586 3.36105  C44 1.088
118 H 1.67875 -6.30663 0.99868  C29 1.090
119 H 9.08018 8.70872 -5.31496  C39 1.091
120 H 5.45964 -1.88431 3.67924  C62 1.088
121 H 5.03605 -0.91025 1.72749  C65 1.085
122 H -6.69872 4.44340 3.25354  C64 1.088
123 H -7.50497 4.69362 1.70087  C64 1.087
124 H -4.59251 -9.96687 1.72719  C68 1.091
125 H -7.41656 3.06196 2.37568  C64 1.088
126 H -4.59748 4.11776 -1.41100  C57 1.091
127 H 8.39504 -5.99139 -0.56090  C41 1.091
128 H 8.95420 6.26590 -3.46059  C56 1.090
129 H -2.05608 0.11284 2.24727  C54 1.087
130 H 4.01919 -0.33447 -1.07187  C63 1.093
131 H -8.37872 4.50907 -4.98472  C33 1.090
132 H -10.76673 -0.46080 3.96701  C66 1.090
133 H 4.22005 2.40054 -1.77641  C37 1.088
134 H 5.90725 -0.87417 -6.69556  C58 1.091
135 H -5.32984 -9.43088 3.22798  C68 1.090
136 H 6.44261 -1.91065 5.15535  C62 1.091
137 H -2.41182 -4.51263 3.55109  C30 1.083
138 H -4.07206 -5.11780 3.57969  C30 1.090
139 H -8.71935 1.39661 2.67030  C38 1.088
140 H 5.18866 4.34108 -5.61674  C42 1.084